# 1
ORCA calculation (ωB97M-V/def2-TZVPD) on C23H30N6O4S in the gas phase in a non-equilibrium geometry.

The geometry in XYZ format:
```
64
Properties=species:S:1:pos:R:3:lowdin_charge:R:1
O 1.36 3.42 0.26 0.07
C 1.26 2.22 0.08 -0.43
C 2.48 1.36 -0.08 -0.16
C 2.76 0.74 -1.29 -0.03
C 3.92 0.01 -1.45 0.00
C 4.84 -0.12 -0.40 -0.24
N 5.99 -0.88 -0.59 -0.17
C 6.85 -0.65 -1.73 -0.19
C 7.85 0.47 -1.45 -0.17
C 8.82 0.08 -0.33 -0.23
C 8.09 -0.16 0.98 -0.20
S 6.90 -1.50 0.68 0.66
O 6.06 -1.71 1.82 -0.28
O 7.62 -2.62 0.16 -0.27
C 4.55 0.51 0.81 -0.01
C 3.39 1.24 0.96 0.00
N 0.07 1.59 -0.02 -0.04
C -0.12 0.16 0.02 -0.11
C -0.84 -0.22 1.33 -0.13
N -2.10 0.49 1.44 -0.09
C -3.24 0.01 0.83 -0.29
C -3.53 -1.37 0.75 0.02
C -4.73 -1.74 0.20 0.02
C -5.60 -0.72 -0.25 -0.29
N -6.78 -0.98 -0.90 -0.09
C -7.65 0.14 -1.20 -0.14
C -8.65 0.36 -0.05 -0.18
O -9.39 -0.82 0.20 -0.13
C -8.55 -1.91 0.50 -0.19
C -7.56 -2.17 -0.64 -0.13
N -5.26 0.56 -0.12 0.07
N -4.11 0.90 0.39 0.07
C -1.88 1.92 1.42 -0.14
C -1.16 2.34 0.13 -0.11
H 2.07 0.83 -2.12 0.13
H 4.11 -0.48 -2.39 0.11
H 6.24 -0.40 -2.60 0.12
H 7.37 -1.59 -1.93 0.12
H 8.42 0.67 -2.36 0.12
H 7.31 1.37 -1.17 0.12
H 9.33 -0.85 -0.60 0.11
H 9.57 0.86 -0.20 0.12
H 7.52 0.71 1.30 0.10
H 8.75 -0.49 1.77 0.11
H 5.23 0.40 1.64 0.09
H 3.18 1.73 1.90 0.13
H -0.75 -0.14 -0.83 0.13
H 0.83 -0.36 -0.04 0.12
H -0.22 0.06 2.18 0.13
H -1.00 -1.30 1.37 0.11
H -2.85 -2.12 1.11 0.10
H -4.98 -2.79 0.11 0.10
H -7.04 1.03 -1.34 0.11
H -8.20 -0.09 -2.12 0.13
H -9.37 1.13 -0.30 0.13
H -8.09 0.65 0.85 0.13
H -9.20 -2.76 0.66 0.13
H -7.98 -1.70 1.43 0.13
H -6.93 -3.02 -0.40 0.11
H -8.12 -2.40 -1.56 0.13
H -1.27 2.18 2.29 0.13
H -2.85 2.42 1.48 0.11
H -1.81 2.14 -0.73 0.13
H -0.90 3.40 0.16 0.12
```

Summary:
orbital gap: 8.009 eV
net charge: 0
E_HOMO: -7.405 eV
relative energy (zero: lowest compared OMol25 entry of this formula, charge and spin): 0.0 kcal per mole
strongest force on any atom: 0.0252 Eh/bohr
SMILES string: O=C(c1ccc(N2CCCCS2(=O)=O)cc1)N1CCN(c2ccc(N3CCOCC3)nn2)CC1

***

# 2
ORCA calculation (ωB97M-V/def2-TZVPD) on a molecular structure, C23H31Cl4NO7PbSi3 in a non-equilibrium geometry.

The geometry in XYZ format:
```
70
Properties=species:S:1:pos:R:3:lowdin_charge:R:1
Pb 0.20 -0.58 1.26 1.70
C 3.32 1.41 2.04 -0.11
O 2.03 1.44 1.49 -0.40
Si 1.31 2.63 0.59 0.38
C 1.06 4.18 1.67 -0.14
C 2.48 3.17 -0.81 -0.14
C -0.28 1.70 0.03 -0.44
Si -0.30 1.12 -1.81 0.46
C -0.30 2.73 -2.85 -0.15
C -1.85 0.13 -2.29 -0.16
C 1.25 0.12 -2.29 -0.16
Si -1.94 2.36 0.73 0.47
C -1.86 2.67 2.62 -0.17
C -2.25 4.07 -0.10 -0.17
C -3.48 1.31 0.37 -0.16
H 4.07 1.70 1.31 0.09
H 3.52 0.39 2.37 0.09
H 3.38 2.09 2.90 0.09
H 2.01 4.71 1.79 0.04
H 0.70 3.93 2.66 0.02
H 0.36 4.89 1.23 0.02
H 3.46 3.40 -0.40 0.03
H 2.13 4.07 -1.32 0.03
H 2.62 2.40 -1.56 0.02
H -0.85 3.52 -2.36 0.00
H -0.77 2.54 -3.81 0.03
H 0.71 3.10 -3.05 0.02
H -2.73 0.76 -2.38 0.02
H -2.06 -0.64 -1.55 0.02
H -1.70 -0.35 -3.24 0.04
H 2.01 0.13 -1.51 0.02
H 1.71 0.50 -3.20 0.04
H 0.99 -0.91 -2.47 0.02
H -1.54 3.68 2.85 0.02
H -1.19 1.98 3.11 0.01
H -2.84 2.54 3.06 0.03
H -1.33 4.62 -0.29 0.01
H -2.86 4.68 0.56 0.03
H -2.78 3.98 -1.04 0.03
H -3.24 0.26 0.38 -0.01
H -3.93 1.54 -0.59 0.03
H -4.24 1.48 1.13 0.04
Cl -4.64 -2.45 6.31 0.71
C -3.88 -2.10 4.82 -0.70
C -4.53 -2.47 3.61 -0.70
Cl -6.04 -3.28 3.69 0.71
C -3.95 -2.21 2.40 -0.61
Cl -4.71 -2.65 0.92 0.74
C -2.68 -1.56 2.31 -0.38
O -2.08 -1.40 1.21 -0.17
C -2.03 -1.13 3.56 -0.38
O -0.94 -0.50 3.48 -0.15
C -2.66 -1.47 4.78 -0.61
Cl -1.90 -0.97 6.24 0.73
O 2.39 -1.80 0.33 -0.08
C 1.67 -2.46 -0.43 -0.70
O 0.42 -2.38 -0.45 -0.12
C 2.30 -3.39 -1.44 -0.12
C 3.63 -3.25 -1.81 0.01
C 4.17 -4.07 -2.78 0.02
C 3.37 -5.04 -3.37 -0.15
C 2.05 -5.22 -2.99 0.02
C 1.51 -4.38 -2.02 0.01
N 3.92 -5.90 -4.40 -0.36
O 3.20 -6.76 -4.86 0.08
O 5.07 -5.71 -4.74 0.08
H 4.22 -2.48 -1.33 0.12
H 5.20 -3.96 -3.10 0.12
H 1.45 -5.98 -3.46 0.12
H 0.49 -4.48 -1.71 0.12
```

Summary:
orbital gap (alpha / beta): 6.505 / 5.437 eV
net charge: 0
E_HOMO (alpha / beta): -8.782 / -8.286 eV
strongest force on any atom: 0.0278 Eh/bohr

***

# 3
ORCA calculation (ωB97M-V/def2-TZVPD) on a molecular structure, C23H31CuN2O4PTe.

The geometry in XYZ format:
```
63
Properties=species:S:1:pos:R:3:mulliken_spin:R:1
Cu 0.60 0.28 -0.46 0.78
C -1.49 -2.89 1.35 -0.01
C -2.71 -2.24 0.68 0.00
C -2.96 -2.90 -0.67 0.00
C -2.53 -0.74 0.59 0.01
C -2.23 0.01 1.74 -0.01
C -1.99 1.37 1.67 0.02
C -2.04 2.05 0.46 -0.01
C -1.73 3.53 0.37 -0.01
C -2.38 1.33 -0.68 0.03
C -2.63 -0.04 -0.61 -0.01
H -1.59 -3.98 1.35 0.00
H -1.36 -2.57 2.38 0.00
H -0.58 -2.64 0.80 0.00
H -3.58 -2.43 1.31 0.00
H -2.14 -2.70 -1.37 0.00
H -3.89 -2.56 -1.13 0.00
H -3.04 -3.98 -0.55 0.00
H -2.15 -0.49 2.70 0.00
H -1.73 1.91 2.58 0.00
H -2.65 4.11 0.29 0.00
H -1.12 3.75 -0.50 0.00
H -1.20 3.87 1.26 0.00
H -2.41 1.82 -1.64 0.00
H -2.85 -0.57 -1.53 0.00
O 0.98 1.21 1.04 0.08
C 2.05 1.14 1.81 0.00
C 2.10 2.00 2.92 0.01
C 3.18 2.02 3.78 0.00
C 4.26 1.17 3.56 0.00
C 4.23 0.32 2.48 0.00
C 3.14 0.28 1.59 -0.03
C 3.16 -0.64 0.46 0.02
N 2.18 -0.88 -0.39 0.12
C 2.61 -1.82 -1.31 0.00
C 3.88 -2.17 -1.00 0.01
N 4.21 -1.43 0.12 0.00
H 1.25 2.65 3.08 0.00
H 3.18 2.69 4.62 0.00
H 5.11 1.17 4.23 0.00
H 5.07 -0.35 2.33 0.00
H 1.98 -2.15 -2.12 0.00
H 4.56 -2.86 -1.45 0.00
H 5.10 -1.44 0.59 0.00
C 4.04 1.37 -3.43 0.00
C 2.62 1.56 -3.90 0.00
O 1.75 0.92 -2.96 0.00
P 0.37 0.22 -3.40 -0.01
O -0.13 -0.33 -2.05 0.01
Te 0.58 -1.33 -5.14 0.00
O -0.57 1.47 -3.72 0.00
C -1.11 1.80 -5.01 0.00
C -2.56 1.37 -5.08 0.00
H 4.73 1.83 -4.14 0.00
H 4.27 0.31 -3.36 0.00
H 4.19 1.83 -2.45 0.00
H 2.47 1.12 -4.89 0.00
H 2.34 2.62 -3.95 0.00
H -0.53 1.31 -5.79 0.00
H -1.01 2.88 -5.12 0.00
H -2.63 0.29 -4.99 0.00
H -2.99 1.67 -6.04 0.00
H -3.14 1.83 -4.28 0.00
```

Summary:
spin multiplicity: 2
orbital gap (alpha / beta): 7.798 / 6.369 eV
net charge: 0
E_HOMO (alpha / beta): -7.384 / -7.384 eV
relative energy (zero: lowest compared OMol25 entry of this formula, charge and spin): 0.0 kcal per mole
strongest force on any atom: 0.0100 Eh/bohr

***

# 4
ORCA calculation (ωB97M-V/def2-TZVPD) on a molecular structure, C23H31F6O3V in a non-equilibrium geometry.

The geometry in XYZ format:
```
64
Properties=species:S:1:pos:R:3:mulliken_spin:R:1
O 1.55 -6.12 -0.39 0.00
C 1.34 -7.14 0.66 0.00
C 2.22 -8.18 0.00 0.00
H 0.30 -7.43 0.77 0.00
H 1.79 -6.81 1.59 0.00
C 2.43 -7.07 -1.06 0.00
H 1.60 -9.00 -0.38 0.00
H 3.03 -8.45 0.67 0.00
C 1.84 -7.51 -2.39 0.00
H 0.76 -7.66 -2.29 0.00
H 2.28 -8.48 -2.70 0.00
H 2.05 -6.76 -3.15 0.00
C 3.88 -6.63 -1.16 0.00
H 4.27 -6.22 -0.22 0.00
H 3.97 -5.91 -1.99 0.00
H 4.51 -7.50 -1.43 0.00
V 0.35 -0.18 -0.22 2.01
C 1.65 1.42 0.51 -0.02
C 0.89 1.03 1.67 -0.02
C 1.26 -0.30 2.00 0.01
H 0.24 1.66 2.25 0.00
C 2.31 -0.72 1.11 0.04
C 2.54 0.32 0.17 -0.04
H 3.31 0.32 -0.60 0.00
H 1.58 2.38 0.01 0.00
H 0.90 -0.86 2.86 0.00
H 2.90 -1.63 1.21 0.00
C -0.44 0.80 -2.13 0.05
C 0.89 0.28 -2.35 -0.06
C 0.82 -1.15 -2.30 -0.05
H 1.78 0.88 -2.57 0.00
C -0.54 -1.51 -2.02 0.09
C -1.31 -0.31 -1.95 -0.08
H -2.38 -0.27 -1.90 0.00
H -0.74 1.85 -2.17 0.00
H 1.61 -1.85 -2.55 0.00
H -0.95 -2.53 -1.93 0.01
O -0.60 -4.38 0.21 0.00
C 0.69 -3.76 0.29 -0.03
C 1.24 -3.76 1.72 0.00
H 0.85 -2.80 -0.22 0.02
H 1.30 -4.49 -0.25 0.02
C 0.25 -4.70 2.42 0.00
H 1.24 -2.75 2.15 -0.01
H 2.32 -4.06 1.76 0.00
C -1.00 -4.36 1.61 -0.01
H 0.18 -4.45 3.51 0.00
H 0.46 -5.80 2.28 0.00
H -1.31 -3.30 1.84 0.00
H -1.90 -4.99 1.75 0.00
C -3.58 -0.69 0.71 0.00
C -2.51 0.27 1.21 -0.02
O -1.27 0.00 0.68 0.05
C -2.85 1.78 0.84 0.02
F -3.98 2.23 1.44 0.00
F -1.84 2.63 1.18 0.00
F -3.01 1.90 -0.52 0.00
C -2.44 0.11 2.79 0.00
F -3.67 0.10 3.37 0.00
F -1.85 -1.09 3.10 0.00
F -1.71 1.07 3.41 0.00
H -3.67 -0.63 -0.38 0.00
H -4.56 -0.48 1.18 0.00
H -3.27 -1.71 0.97 0.00
```

Summary:
spin multiplicity: 3
orbital gap (alpha / beta): 8.079 / 8.558 eV
net charge: 0
E_HOMO (alpha / beta): -7.649 / -8.127 eV
relative energy (zero: lowest compared OMol25 entry of this formula, charge and spin): 15.9 kcal per mole
strongest force on any atom: 0.0600 Eh/bohr